Entry 1:
Formula: C13H23N4O2P2Zr
Source: the Open Molecules 2025 dataset
Level of theory: the ωB97M-V functional and the def2-TZVPD basis

Geometry (Å):
C (0.0135, 0.1788, 6.4181)
C (2.7313, 0.9519, -0.5758)
Zr (0.0123, -0.1542, 1.0331)
C (-0.8727, 1.2271, -1.6858)
H (2.9542, -2.8242, -0.0959)
H (3.0387, 1.7968, 0.0651)
H (-2.0783, -1.1086, -2.6232)
C (0.0413, 0.5783, 4.1455)
C (-2.1430, 0.7452, -1.2486)
H (3.8005, 0.4577, 2.3236)
N (0.0522, 0.3960, 2.9655)
H (3.9155, -1.3229, 2.3052)
C (1.6455, 2.0691, -2.5484)
O (-0.6038, -3.1307, -0.6568)
C (-3.6821, -1.0149, 0.3907)
H (-1.6208, 2.0524, -3.5055)
H (0.6343, 2.8603, -4.2719)
H (-2.8083, 2.6735, 1.0587)
H (-3.5098, 1.5694, 2.2763)
C (3.9290, -0.4214, 1.6750)
N (0.2687, 1.0103, -0.9136)
C (1.4967, 1.3463, -1.3739)
H (-4.5654, -0.7208, -0.1946)
H (3.5609, 0.7326, -1.2651)
O (-1.8643, -2.0599, -2.6996)
H (-2.2119, -2.3464, -3.5591)
C (0.5225, 2.3275, -3.3324)
H (-3.2074, -1.8994, -0.0552)
C (3.0321, -1.8653, -0.6268)
H (4.0686, -1.6994, -0.9525)
H (2.6480, 2.3724, -2.8436)
H (2.3634, -1.8897, -1.4983)
H (-4.3787, 1.8677, 0.7260)
C (-3.3914, 1.7524, 1.1977)
H (-2.9784, 0.8591, -1.9477)
P (-2.4836, 0.3583, 0.4540)
H (4.8889, -0.3568, 1.1380)
P (2.5401, -0.5368, 0.5172)
N (0.0491, 0.9418, 5.3394)
C (-0.7191, 1.8918, -2.9175)
H (0.3027, -3.3506, -0.9427)
N (-0.0199, -0.4079, 7.4345)
H (-0.3008, -1.8720, 0.9163)
H (-1.0860, -2.7769, -1.4651)
H (-3.9845, -1.2581, 1.4197)

The highest occupied orbital energy (spin up / spin down) is -17.54 / -17.54 eV. As for the net charge: +3. The calculation puts the LUMO energy (spin up / spin down) at -0.529 / -0.529 hartree. The calculation puts the energy above the lowest of the compared OMol25 structures with the same formula, charge and spin at 0.0 kJ/mol.

Entry 2:
Formula: C13H24AgClIO3
Source: the Open Molecules 2025 dataset
Level of theory: the ωB97M-V functional and the def2-TZVPD basis

Geometry (Å):
C (-2.3789, -0.5603, 3.4442)
H (-3.2260, -1.3844, 3.4346)
H (-2.6225, 0.1855, 4.3391)
C (-1.1675, 0.2379, -0.4307)
H (4.8044, -0.7425, -0.9147)
H (0.3023, -0.2907, -2.2062)
H (0.7738, -1.8919, 0.1688)
H (5.5768, -1.0441, -2.6293)
H (1.1769, -2.5066, -2.9892)
O (4.0267, -2.5022, -2.0249)
H (-0.5328, -3.0168, -0.6786)
Cl (1.4367, 0.7862, 0.8435)
O (-2.4019, 0.7437, -1.0485)
H (6.0381, -2.1734, -1.1738)
C (-0.0019, 1.3769, -0.1869)
C (-2.5224, 0.2432, 1.9841)
H (2.7326, -0.8063, -1.6957)
C (5.1499, -1.5765, -1.6721)
H (-1.3032, -0.9816, 3.6305)
H (-1.7285, 2.7175, 0.5683)
H (-1.3596, 1.3156, -3.0955)
H (2.9734, -1.9840, -0.2196)
H (-0.6609, -0.9945, 1.5479)
C (1.4133, -2.7118, -1.8617)
O (-2.9639, 2.6016, -2.4800)
H (-2.1701, 1.3377, 2.2010)
H (0.4634, 1.6602, -1.2492)
H (-0.3683, 3.6704, -0.3220)
H (1.2940, 3.4920, 1.7123)
C (-1.5962, -0.5949, 0.9231)
I (-4.6997, 0.1516, 1.5180)
C (-0.5189, -0.8358, -1.5371)
C (0.1595, 3.2170, 1.8752)
C (-0.5424, 2.7841, 0.4584)
H (-0.0244, 2.3945, 2.6879)
C (-2.1491, 1.5329, -2.2609)
C (0.2297, -2.1169, -0.8431)
H (1.6218, -3.8657, -1.6574)
H (-0.3646, 4.2061, 2.2883)
C (2.8180, -1.9365, -1.4020)
H (-1.3292, -1.2324, -2.3027)
H (-2.2626, -1.5104, 0.5504)
Ag (-4.0956, 2.6054, 2.7065)

The highest occupied orbital energy (spin up / spin down) is -15.48 / -15.48 eV. As for the net charge: +2. The calculation puts the LUMO energy (spin up / spin down) at -0.272 / -0.404 hartree. Its expectation value of S² is 0.755. As for the multiplicity: 2.

Entry 3:
Formula: C13H24ClI2MnN2P2
Source: the Open Molecules 2025 dataset
Level of theory: the ωB97M-V functional and the def2-TZVPD basis

Geometry (Å):
H (-4.2679, -1.1233, -1.4362)
H (1.8705, 0.1230, 3.9212)
C (3.1619, 1.2952, -1.4034)
H (0.7888, -1.1064, 5.6537)
C (-0.7297, 0.3100, 5.0791)
H (2.7526, -2.5536, -0.7799)
H (-2.8048, -1.4209, -2.3961)
H (-4.2156, 1.1936, -1.4931)
C (-3.2079, -1.3235, -1.3732)
H (-3.0974, -2.3042, -0.9160)
Mn (-1.8116, -0.0518, -2.6390)
H (-0.3136, 0.8761, 7.0606)
H (4.0865, -1.6625, -1.5943)
H (-3.1421, -0.9612, 1.7866)
C (-1.4577, 2.4065, 5.9568)
H (4.3337, -1.3476, 1.1069)
C (-3.4411, -0.1215, 1.1246)
N (0.2680, -0.6764, 4.9083)
H (4.2482, 1.2170, -1.5846)
C (-1.8670, 2.8429, 4.7013)
P (-2.3209, -0.0350, -0.3592)
H (-2.3634, 3.7870, 4.5449)
Cl (-0.0393, -0.1177, -4.1684)
C (-1.6431, 2.0472, 3.5869)
H (-4.4995, -0.2780, 0.8355)
I (1.3554, -1.3575, 1.5257)
H (-2.6469, 1.6754, -2.1919)
C (4.2888, -0.3281, 0.7161)
C (-0.8133, 1.1811, 6.1334)
H (2.3895, -1.5615, -2.2600)
H (5.1145, -0.1227, 0.0363)
H (-3.3674, 0.8280, 1.6930)
N (-0.0172, 0.4221, 2.9853)
I (1.3250, 1.2113, 1.1520)
C (-3.1597, 1.3615, -1.2796)
H (2.9233, 2.2368, -0.8823)
H (2.5661, 1.1837, -2.3249)
H (4.2979, 0.3899, 1.5369)
C (-0.9660, 0.8608, 3.8059)
H (-3.0852, 2.2086, -0.5982)
H (-1.4745, 3.0341, 6.8374)
P (2.8948, -0.1567, -0.3987)
C (0.8847, -0.2802, 3.7075)
C (3.0070, -1.6550, -1.3564)
H (-1.7649, 2.3594, 2.5558)

The highest occupied orbital energy (spin up / spin down) is -16.55 / -16.55 eV. As for the net charge: +3. The calculation puts the LUMO energy (spin up / spin down) at -0.419 / -0.413 hartree. Its expectation value of S² is 3.810. As for the multiplicity: 4.

Entry 4:
Formula: C13H24F4NO6S2
Source: the Open Molecules 2025 dataset
Level of theory: the ωB97M-V functional and the def2-TZVPD basis

Geometry (Å):
C (4.6987, 3.0128, -2.5156)
F (3.8499, 3.9082, -1.9952)
C (-2.6029, -1.3440, -1.7902)
C (-2.8687, -2.6975, -1.1121)
H (2.2641, -2.0800, 2.3324)
C (-1.1185, -0.9102, -1.7961)
H (-3.7734, -3.1267, -1.5458)
H (0.1004, 0.8442, -1.6258)
O (5.0822, 0.5070, -2.9982)
H (-2.9333, -1.4347, -2.8251)
H (-3.8127, -3.3644, 0.6992)
H (-1.0071, -2.6117, 0.6294)
H (-1.8254, -0.0612, 2.6880)
F (0.3873, -1.3966, 2.5176)
C (-2.0957, 1.0780, 0.9192)
O (-0.6470, 3.6731, 1.5337)
O (1.1128, 2.7720, 2.9956)
F (5.8602, 3.1374, -1.8600)
C (1.7158, 0.6369, 1.1539)
C (0.4096, 1.3916, 0.8116)
C (1.4206, -1.8471, 1.6845)
H (-3.0295, 1.2057, 2.8795)
O (-1.0718, 1.7985, 3.0618)
C (-3.0467, -2.6437, 0.4057)
N (-1.8074, -3.0008, 1.1091)
H (-1.6084, 1.1620, -1.5287)
O (3.8657, 1.1314, -0.9677)
H (-3.2157, -0.5663, -1.3339)
H (-2.9249, 0.4521, 0.5792)
S (4.0340, 1.2992, -2.3988)
H (-3.4222, -1.6579, 0.7020)
H (1.0672, -2.7797, 1.2436)
H (1.2890, -0.9584, -0.2930)
H (0.6157, 2.0907, 0.0033)
H (1.9185, 0.6711, 2.2218)
H (-2.0512, -3.3786, -1.3524)
O (2.7990, 1.3843, -3.1488)
C (-0.8282, 0.4731, -1.1923)
H (-0.7732, -0.8784, -2.8299)
F (4.9210, 3.3677, -3.7881)
H (-0.7127, -0.4877, 0.7675)
H (-2.2808, 2.0879, 0.5586)
C (-2.0685, 0.9705, 2.4237)
H (-1.7969, -2.6185, 2.0452)
C (-0.7863, 0.5122, 0.3510)
H (-0.4985, -1.6529, -1.2910)
H (2.5214, 1.1623, 0.6548)
H (2.8696, -0.9697, 0.4264)
S (-0.0084, 2.5428, 2.1440)
C (1.8135, -0.8064, 0.6464)

The highest occupied orbital energy is -6.22 eV. As for the net charge: -1. The calculation puts the LUMO energy at 0.094 hartree. The calculation puts the energy above the lowest of the compared OMol25 structures with the same formula, charge and spin at 11.3 kJ/mol.